[1]
ORCA calculation (ωB97M-V with the def2-TZVPD basis set) on a structure of composition C36H42N4O2PReS2.

Structure (XYZ):
```
88
Properties=species:S:1:pos:R:3:forces:R:3
Re -0.11233 -0.14413 0.24584 -0.3 0.0 -0.1
C -2.78565 -0.81326 1.74336 0.0 0.0 0.0
N -1.42558 -1.39376 1.57415 0.0 0.0 0.0
C -0.92999 -1.68970 2.94053 0.0 0.0 0.0
C -1.59177 -2.68069 0.83952 0.0 0.0 0.0
C -1.78950 -2.37824 -0.61039 0.0 0.1 0.1
C -2.53500 -3.18528 -1.44214 0.0 0.0 0.0
C -2.61838 -2.87687 -2.79740 0.0 0.0 0.0
C -1.95180 -1.76917 -3.33056 0.0 0.0 0.0
C -1.19595 -0.96701 -2.50837 0.0 0.0 0.0
C -1.09005 -1.24042 -1.11617 0.0 0.0 0.0
H -3.40690 -1.51194 2.30699 0.0 0.0 0.0
H -3.23592 -0.62767 0.77189 0.0 0.0 0.0
H -2.71218 0.11252 2.31085 0.0 0.0 0.0
H -1.58213 -2.42577 3.41524 0.0 0.0 0.0
H -0.93315 -0.78036 3.53727 0.0 0.0 0.0
H 0.08041 -2.07409 2.89074 0.0 0.0 0.0
H -2.41590 -3.25539 1.26986 0.0 0.0 0.0
H -0.67542 -3.26384 0.96556 0.0 0.0 0.0
H -3.05101 -4.05418 -1.05304 0.0 0.0 0.0
H -3.21337 -3.50424 -3.44925 0.0 0.0 0.0
H -2.03830 -1.54684 -4.38553 0.0 0.0 0.0
H -0.69462 -0.10794 -2.93531 0.0 0.0 0.0
O 0.09407 2.18366 -1.59821 0.1 0.2 0.1
N 0.79638 1.02649 -1.25422 0.1 -0.1 0.2
C 1.85287 0.93384 -1.98406 0.0 0.0 -0.1
C 2.90530 -0.05740 -1.98075 0.0 0.0 0.0
C 3.88480 0.15805 -2.96253 0.0 0.0 0.0
C 4.96502 -0.69376 -3.09747 0.0 0.0 0.0
C 5.08117 -1.78119 -2.24548 0.0 0.0 0.0
C 4.11752 -2.00633 -1.27081 0.0 0.0 0.0
C 3.02766 -1.15788 -1.11805 -0.1 0.0 -0.1
P 1.85560 -1.60146 0.20451 0.1 -0.1 0.1
C 1.60970 -3.37247 -0.15194 0.1 0.0 0.1
C 2.23839 -4.37683 0.58681 -0.1 0.0 0.0
C 2.13042 -5.70396 0.19280 0.0 0.0 0.0
C 1.41988 -6.03950 -0.94859 0.0 0.0 0.0
C 0.82936 -5.04017 -1.71230 0.0 0.0 0.0
C 0.92413 -3.71635 -1.32003 0.0 0.0 0.0
C 2.89421 -1.43479 1.69567 0.0 0.1 0.0
C 2.65726 -2.14877 2.87146 0.0 0.0 0.0
C 3.47994 -1.98349 3.97609 0.0 0.0 0.0
C 4.55119 -1.10235 3.92280 0.0 0.0 0.0
C 4.78664 -0.37536 2.76379 0.0 0.0 0.0
C 3.96144 -0.53333 1.66006 0.0 0.0 0.0
H -0.76062 2.08540 -1.12267 -0.1 -0.1 0.0
H 1.96032 1.72973 -2.71828 0.0 0.0 0.0
H 3.78641 1.00368 -3.63211 0.0 0.0 0.0
H 5.70677 -0.51277 -3.86304 0.0 0.0 0.0
H 5.91836 -2.46010 -2.33752 0.0 0.0 0.0
H 4.22412 -2.86548 -0.61987 0.0 0.0 0.0
H 2.83881 -4.14535 1.45234 0.0 0.0 0.0
H 2.61847 -6.47318 0.77593 0.0 0.0 0.0
H 1.34381 -7.07382 -1.25588 0.0 0.0 0.0
H 0.30591 -5.29263 -2.62492 0.0 0.0 0.0
H 0.48693 -2.95276 -1.95064 0.0 0.0 0.0
H 1.86170 -2.87864 2.92737 0.0 0.0 0.0
H 3.29919 -2.56576 4.86983 0.0 0.0 0.0
H 5.20830 -0.99668 4.77596 0.0 0.0 0.0
H 5.63366 0.29674 2.70707 0.0 0.0 0.0
H 4.18459 0.02076 0.75600 0.0 0.0 0.0
O -1.78031 1.36624 0.03544 0.1 0.1 -0.2
S -2.50275 2.32521 1.03163 0.0 0.0 0.0
C -2.22626 4.01012 0.42339 0.0 -0.1 0.0
C -3.59773 4.67275 0.50356 0.0 0.0 0.0
C -4.57269 3.66507 -0.10145 0.0 0.0 0.0
C -4.25850 2.30949 0.53524 0.0 0.0 0.0
H -1.89971 3.91707 -0.61488 0.0 0.0 0.0
H -1.44784 4.47898 1.02165 0.0 0.0 0.0
H -3.58458 5.61532 -0.04161 0.0 0.0 0.0
H -3.85862 4.90019 1.53913 0.0 0.0 0.0
H -4.43932 3.61339 -1.18242 0.0 0.0 0.0
H -5.60860 3.93723 0.09076 0.0 0.0 0.0
H -4.38288 1.45556 -0.12940 0.0 0.0 0.0
H -4.82333 2.13405 1.45075 0.0 0.0 0.0
C 2.61350 2.12622 4.34442 0.0 0.0 0.0
N 2.66802 2.62818 2.96929 0.0 0.0 0.0
C 3.57288 3.55307 2.48810 0.0 0.0 0.0
C 3.28310 3.76497 1.18480 0.0 0.0 0.0
N 2.20570 2.95626 0.89193 0.0 0.0 0.0
C 1.84514 2.26290 1.98209 0.0 0.1 -0.1
S 0.52654 1.15985 2.18373 0.0 -0.1 0.2
H 3.36869 2.64751 4.92458 0.0 0.0 0.0
H 2.81683 1.05779 4.34974 0.0 0.0 0.0
H 1.63192 2.32581 4.76762 0.0 0.0 0.0
H 4.32782 3.98947 3.11859 0.0 0.0 0.0
H 3.73011 4.42225 0.46035 0.0 0.0 0.0
H 1.70908 2.91753 0.01449 -0.1 0.0 0.0
```
Forces are in eV/Å.

Calculated values
- HOMO energy (alpha / beta) (hartree) = -0.6018 / -0.6047
- net charge = +3
- 2S+1 = 2
- orbital gap (alpha / beta) (eV) = 5.8 / 6.3
- ΔE to the lowest compared entry with this formula, charge and spin (kcal per mole) = 8.4

Let us look at the Mulliken charges, expressed in e, one per atom:
1 Re 1.43
2 C -1.35
3 N -0.26
4 C -1.76
5 C -1.34
6 C 1.08
7 C -0.86
8 C -0.68
9 C -1.01
10 C -0.86
11 C 0.75
12 H 0.55
13 H 0.34
14 H 0.39
15 H 0.45
16 H 0.48
17 H 0.68
18 H 0.73
19 H 0.36
20 H 0.59
21 H 0.49
22 H 0.54
23 H 0.57
24 O -0.67
25 N 1.00
26 C -0.84
27 C 0.96
28 C -1.11
29 C -0.90
30 C -0.79
31 C -0.43
32 C -0.21
33 P 2.19
34 C 0.89
35 C -0.47
36 C -0.85
37 C -0.77
38 C -0.86
39 C -0.51
40 C 1.45
41 C -0.66
42 C -1.13
43 C -0.95
44 C -0.82
45 C -1.23
46 H 0.47
47 H 0.57
48 H 0.49
49 H 0.45
50 H 0.51
51 H 0.51
52 H 0.59
53 H 0.49
54 H 0.45
55 H 0.52
56 H 0.63
57 H 0.41
58 H 0.50
59 H 0.47
60 H 0.51
61 H 0.41
62 O -0.50
63 S 0.29
64 C -0.65
65 C -0.75
66 C -0.77
67 C -0.59
68 H 0.26
69 H 0.51
70 H 0.39
71 H 0.34
72 H 0.32
73 H 0.39
74 H 0.34
75 H 0.51
76 C -0.76
77 N 0.31
78 C -0.21
79 C -0.67
80 N 0.22
81 C -0.07
82 S -0.58
83 H 0.33
84 H 0.25
85 H 0.35
86 H 0.50
87 H 0.55
88 H 0.14

***

[2]
ORCA calculation (ωB97M-V with the def2-TZVPD basis set) on a cluster of 3 separate species, C36H43BClN3O8S2 in total in a non-equilibrium geometry.

Structure (XYZ):
```
94
Properties=species:S:1:pos:R:3:forces:R:3
C -2.31913 4.86699 -0.32006 -0.2 0.2 0.4
C -2.82918 3.67847 -1.19009 0.9 -0.3 -1.0
O -2.07981 3.27618 -2.07530 -0.6 0.4 0.6
N -4.10961 3.05449 -1.05371 0.9 0.4 0.8
C -4.17075 2.21272 0.19591 0.5 -0.2 -0.5
C -3.63187 0.76325 -0.19135 -0.6 0.5 0.8
C -4.78621 -0.12284 -0.78782 0.1 -0.6 0.4
C -4.29681 -1.41187 -1.56105 -0.4 -0.1 -0.9
C -3.03162 -1.20218 -2.44030 1.2 -0.1 0.0
C -1.89828 -1.97826 -2.37502 -0.8 1.0 -0.2
C -1.78710 -3.18963 -1.39071 -0.4 0.2 0.4
C -1.47089 -2.73530 0.09162 1.2 -0.7 0.0
C 0.08824 -2.46105 0.24109 0.0 1.7 0.6
S 0.88463 -3.68333 1.37856 0.3 0.0 -0.1
C 2.58765 -3.08133 1.72227 1.0 0.0 -0.4
S 3.88291 -3.92578 1.15406 -1.2 0.5 0.5
N 2.83453 -1.88244 2.50927 -2.2 0.3 -1.5
C 1.68034 -1.44765 3.27792 -2.5 0.3 2.2
C 1.28362 -2.30884 4.40866 -0.5 0.9 0.0
C 0.13453 -2.05796 5.25895 0.2 1.5 -1.9
C -0.70461 -0.88497 4.98473 2.0 -0.7 -1.2
C -0.31145 -0.00557 3.88789 0.5 -1.4 0.5
C 0.85770 -0.26947 3.02451 -0.6 -1.2 1.7
C 3.44349 -0.81943 1.72415 3.0 2.3 -0.9
C 4.73472 -0.27917 2.19991 -0.7 1.0 -2.0
C 5.42225 0.76293 1.42767 -1.3 -0.4 -0.8
C 4.88920 1.32107 0.17827 -1.7 -2.0 1.3
C 3.59868 0.79879 -0.28501 1.4 -0.6 1.9
C 2.92572 -0.25871 0.48404 0.8 0.7 0.0
C -0.71789 -1.59233 -3.33416 -0.4 -0.4 0.2
O 0.17288 -2.40198 -3.48108 -0.3 0.8 0.1
C -0.67281 -0.21516 -4.08645 -0.8 0.8 0.7
B 0.65478 0.32214 -4.82018 1.2 -0.5 -0.6
N 1.45286 -0.66895 -5.59562 -0.8 1.1 0.3
O 1.11628 1.65268 -4.81342 -0.3 -1.2 0.8
C -1.81334 0.53142 -4.15066 0.2 -0.9 0.7
Cl -1.96035 2.11087 -4.97561 -0.1 -1.7 0.7
C -3.08965 -0.02614 -3.47081 -0.7 0.0 0.3
O -4.18063 0.45764 -3.70847 0.8 -0.2 0.1
H -1.29466 5.17085 -0.66148 -1.0 -0.6 0.1
H -2.22709 4.58302 0.76929 -0.3 0.4 -1.1
H -2.96460 5.78572 -0.43211 0.4 -1.1 0.3
H -4.19699 2.45132 -1.87920 0.0 0.3 0.3
H -3.48208 2.73104 0.92201 -0.9 -0.8 -0.4
H -5.21997 2.18867 0.58815 1.0 0.0 -0.2
H -2.76551 0.93443 -0.88154 -0.7 -0.4 0.5
H -3.25367 0.24872 0.73702 -0.2 0.5 -0.9
H -5.50433 0.41873 -1.45224 0.9 -0.1 0.5
H -5.38786 -0.49262 0.09590 0.5 0.4 -0.9
H -4.19039 -2.30798 -0.88729 0.2 1.1 -0.6
H -5.13256 -1.69226 -2.27163 0.8 0.3 0.7
H -1.00385 -3.92995 -1.68546 -0.6 0.8 0.0
H -2.76681 -3.74584 -1.34728 1.0 0.6 -0.4
H -1.71004 -3.56921 0.81604 -0.1 0.8 -0.9
H -2.03288 -1.82285 0.41578 0.4 -0.8 -0.4
H 0.63519 -2.42619 -0.73755 -0.6 -0.2 0.8
H 0.18519 -1.45832 0.75335 0.1 -1.0 -0.7
H 1.90534 -3.21632 4.62068 -0.6 1.0 -0.3
H -0.14797 -2.75409 6.08938 0.5 0.7 -1.0
H -1.60969 -0.69150 5.61053 1.1 0.0 -0.8
H -0.96409 0.89057 3.72164 0.9 -0.9 0.0
H 1.10322 0.42498 2.19278 -0.2 -0.6 0.8
H 5.24195 -0.65371 3.12184 -0.8 0.2 -0.9
H 6.41102 1.14686 1.77157 -1.0 -0.5 -0.2
H 5.42867 2.10342 -0.41269 -0.5 -0.9 0.8
H 3.16203 1.20073 -1.23475 0.3 -0.6 1.1
H 1.95908 -0.62273 0.06905 0.9 0.2 0.5
H 1.83956 -0.19453 -6.41857 0.4 -0.2 0.6
H 2.19609 -0.99011 -4.95795 -0.2 -0.3 -0.6
H 1.15131 2.02030 -3.91260 -0.6 0.2 -0.6
O -0.90669 1.86633 6.87713 -0.3 -0.3 -0.2
C -2.08609 2.06015 6.83793 0.7 0.4 0.0
C -2.81817 3.21548 7.47698 -0.5 -0.2 0.2
C -4.25978 2.73892 7.44432 -0.3 0.3 0.3
C -4.27716 1.84057 6.22428 -0.4 0.0 -0.1
O -2.96262 1.26742 6.15677 0.1 0.1 0.1
H -2.67051 4.10963 6.86808 0.1 0.0 0.1
H -2.47123 3.38290 8.49452 0.3 0.1 -0.2
H -4.98925 3.54734 7.39354 0.0 -0.1 -0.1
H -4.47173 2.15042 8.34078 0.0 0.0 -0.1
H -4.46217 2.39667 5.30109 0.0 0.0 0.0
H -5.01776 1.04593 6.31187 0.2 -0.1 -0.1
O 4.39172 -1.70416 -3.77235 0.4 0.2 0.1
C 5.25080 -1.55988 -4.59713 -0.6 0.1 0.2
C 5.10195 -1.80787 -6.07419 0.4 -0.3 -0.3
C 6.54402 -1.85784 -6.54299 0.1 -0.1 -0.4
C 7.23481 -0.94783 -5.54675 0.3 0.1 -0.1
O 6.50055 -1.10256 -4.32180 -0.2 -0.1 0.0
H 4.55678 -0.97362 -6.52083 -0.1 -0.1 0.1
H 4.58609 -2.74775 -6.26084 -0.3 0.2 0.1
H 6.68242 -1.54794 -7.57893 0.0 0.0 0.1
H 6.92722 -2.87672 -6.44356 0.0 0.1 0.0
H 7.19471 0.10311 -5.84589 0.0 0.0 0.0
H 8.27543 -1.22918 -5.38729 -0.1 0.1 0.2
```
Forces are in eV/Å.

Calculated values
- HOMO energy (hartree) = -0.2919
- net charge = 0
- orbital gap (eV) = 6.9

Let us look at the Mulliken charges, expressed in e, one per atom:
1 C -0.98
2 C 0.51
3 O -0.51
4 N -0.31
5 C -0.62
6 C -0.08
7 C -0.84
8 C -0.90
9 C 0.72
10 C 0.62
11 C -1.80
12 C -0.16
13 C -0.06
14 S -0.20
15 C 0.16
16 S -0.18
17 N 0.32
18 C 0.03
19 C 0.00
20 C -0.68
21 C -0.33
22 C -0.90
23 C 0.02
24 C 0.12
25 C -0.52
26 C -0.47
27 C -0.51
28 C -0.74
29 C 0.43
30 C 0.30
31 O -0.62
32 C -0.06
33 B 0.57
34 N -0.57
35 O -0.55
36 C 0.33
37 Cl -0.13
38 C 0.29
39 O -0.61
40 H 0.30
41 H 0.26
42 H 0.27
43 H 0.37
44 H 0.13
45 H 0.37
46 H 0.11
47 H 0.26
48 H 0.37
49 H 0.37
50 H 0.28
51 H 0.37
52 H 0.39
53 H 0.52
54 H 0.57
55 H -0.23
56 H 0.42
57 H -0.21
58 H 0.33
59 H 0.32
60 H 0.36
61 H 0.37
62 H 0.44
63 H 0.38
64 H 0.32
65 H 0.36
66 H 0.32
67 H 0.09
68 H 0.23
69 H 0.21
70 H 0.28
71 O -0.53
72 C 0.48
73 C -0.44
74 C -0.51
75 C -0.45
76 O -0.30
77 H 0.26
78 H 0.29
79 H 0.33
80 H 0.26
81 H 0.24
82 H 0.33
83 O -0.55
84 C 0.48
85 C -0.30
86 C -0.55
87 C -0.42
88 O -0.36
89 H 0.18
90 H 0.34
91 H 0.33
92 H 0.28
93 H 0.26
94 H 0.31